{
  "formula": "C22H18N2O3Re",
  "method": "wB97M-V/def2-TZVPD",
  "species": ["Re", "O", "C", "O", "C", "C", "C", "C", "C", "C", "C", "C", "C", "N", "H", "H", "H", "H", "H", "H", "O", "C", "C", "C", "C", "C", "C", "N", "H", "H", "H", "H", "H", "H", "H", "C", "C", "C", "C", "C", "C", "H", "H", "H", "H", "H"],
  "coordinates": [[-0.662896, 0.546617, 0.454967], [-1.434343, -1.713591, 3.644291], [-1.015668, -1.217802, 2.648784], [-1.469716, -0.070772, 2.118316], [0.086996, -1.824816, 1.822465], [0.671946, -3.015148, 2.211082], [1.666237, -3.536300, 1.417760], [2.074993, -2.858003, 0.256129], [3.111314, -3.366826, -0.564322], [3.512815, -2.682760, -1.673479], [2.894289, -1.459496, -1.998248], [1.884441, -0.940358, -1.230149], [1.447163, -1.635121, -0.091202], [0.430410, -1.141153, 0.712390], [0.323966, -3.489420, 3.117707], [2.148492, -4.469927, 1.680998], [3.578136, -4.302892, -0.286638], [4.306310, -3.066449, -2.299057], [3.231203, -0.914873, -2.870643], [1.441851, 0.008660, -1.488899], [-0.265130, 1.423622, -1.568450], [-1.129839, 0.982361, -2.633254], [-2.397852, 0.444023, -2.029748], [-3.486048, 0.094148, -2.798183], [-4.629277, -0.384412, -2.173344], [-4.657488, -0.491486, -0.789327], [-3.539068, -0.136229, -0.072633], [-2.415719, 0.312828, -0.685240], [-0.177792, 2.386846, -1.569258], [-0.604144, 0.211966, -3.198159], [-1.345848, 1.818572, -3.296704], [-3.442993, 0.206484, -3.873388], [-5.494765, -0.659439, -2.761503], [-5.535551, -0.841480, -0.266266], [-3.504122, -0.190630, 1.006715], [1.924384, 4.108767, 2.230367], [2.334166, 3.573326, 1.006178], [1.591336, 2.582169, 0.406230], [0.422755, 2.095235, 1.037419], [0.030968, 2.639194, 2.282383], [0.780939, 3.647854, 2.864783], [2.513779, 4.889995, 2.692423], [3.236799, 3.937405, 0.534747], [1.937014, 2.161688, -0.530489], [-0.852750, 2.270925, 2.787860], [0.478307, 4.066699, 3.814592]],
  "forces_ev_per_angstrom": [[-0.1, 0.0, -0.3], [0.0, 0.0, 0.0], [0.0, 0.1, 0.0], [-0.1, -0.2, 0.1], [0.0, 0.0, 0.0], [0.0, 0.0, 0.0], [0.0, 0.0, 0.0], [0.0, 0.0, 0.0], [0.0, 0.0, 0.0], [0.0, 0.0, 0.0], [0.0, 0.0, 0.0], [0.0, 0.0, 0.0], [0.0, 0.0, 0.0], [0.1, -0.1, 0.1], [0.0, 0.0, 0.0], [0.0, 0.0, 0.0], [0.0, 0.0, 0.0], [0.0, 0.0, 0.0], [0.0, 0.0, 0.0], [0.0, 0.0, 0.0], [0.2, -0.1, -0.2], [-0.1, 0.0, 0.1], [0.0, 0.0, 0.0], [0.0, 0.0, 0.0], [0.0, 0.0, 0.0], [0.0, 0.0, 0.0], [0.0, 0.0, 0.0], [0.0, 0.2, 0.2], [0.0, 0.0, 0.0], [0.0, 0.0, 0.0], [0.0, 0.0, 0.0], [0.0, 0.0, 0.0], [0.0, 0.0, 0.0], [0.0, 0.0, 0.0], [0.0, 0.0, 0.0], [0.0, 0.0, 0.0], [0.0, 0.0, 0.0], [0.0, 0.0, 0.0], [0.0, 0.2, 0.2], [-0.1, 0.0, -0.1], [0.0, 0.0, 0.0], [0.0, 0.0, 0.0], [0.0, 0.0, 0.0], [0.0, 0.0, 0.0], [0.0, 0.0, 0.0], [0.0, 0.0, 0.0]],
  "mulliken_spin": [1.00, 0.01, -0.01, 0.03, 0.00, 0.00, 0.01, 0.00, 0.00, 0.00, 0.00, 0.03, -0.03, 0.00, 0.00, 0.00, 0.00, 0.00, 0.00, 0.00, 0.00, -0.02, 0.02, 0.00, 0.01, 0.00, 0.00, -0.01, 0.00, 0.00, 0.00, 0.00, 0.00, 0.00, 0.00, -0.01, 0.00, -0.02, -0.06, 0.03, 0.01, 0.00, 0.00, 0.00, 0.01, 0.00],
  "spin_multiplicity": 2,
  "homo_ev": [-15.14, -14.91],
  "gap_ev": [7.11, 7.07],
  "total_charge": 2,
  "lumo_energy_ha": [-0.295, -0.288],
  "e_tot_ha": -1262.10103,
  "relative_energy_kj_mol": 10.9
}

{
  "formula": "C23H33AsMnN2O8S3",
  "method": "wB97M-V/def2-TZVPD",
  "species": ["Mn", "O", "As", "O", "O", "C", "C", "C", "C", "C", "C", "S", "O", "O", "O", "H", "H", "H", "H", "H", "C", "C", "C", "S", "O", "C", "C", "C", "H", "H", "H", "H", "H", "H", "H", "H", "H", "H", "H", "H", "H", "H", "C", "C", "C", "N", "C", "S", "N", "C", "O", "C", "C", "C", "C", "C", "C", "H", "H", "H", "H", "H", "H", "H", "H", "H", "H", "H", "H", "H", "H"],
  "coordinates": [[-0.461222, 0.024836, -0.074632], [-3.075360, 1.633071, -2.878437], [-1.552043, 0.804554, -2.637420], [-0.469963, 1.289570, -3.733075], [-1.231208, 1.352475, -0.945790], [-2.161698, -0.998594, -2.356481], [-3.586591, -1.042119, -2.509242], [-4.549594, -1.826338, -1.999727], [-3.185387, -3.906122, -1.568501], [-1.845193, -3.348674, -1.429256], [-1.438388, -2.116424, -1.834915], [0.270979, -1.931173, -1.360853], [1.139701, -2.931911, -1.839917], [0.550381, -0.478906, -1.693121], [0.208174, -1.797371, 0.166906], [-2.865006, 2.464676, -3.326568], [-4.007387, -0.277489, -3.149833], [-5.588357, -1.739650, -2.274848], [-3.277768, -4.809796, -0.960776], [-1.116577, -4.027394, -1.007784], [-3.097293, 1.716853, 3.727277], [-2.119513, 1.320557, 4.825128], [-0.711032, 1.060828, 4.310318], [-0.668317, -0.258704, 3.088295], [-0.694190, 0.537885, 1.756862], [1.023353, -0.846015, 3.295930], [1.041170, -2.069838, 4.207880], [0.390384, -3.292364, 3.573459], [-4.082983, 1.913781, 4.145268], [-3.210928, 0.929739, 2.977592], [-2.765962, 2.617443, 3.208937], [-2.477408, 0.439284, 5.362002], [-2.042228, 2.120376, 5.564396], [-0.023213, 0.765415, 5.103721], [-0.297192, 1.923372, 3.781456], [1.622877, -0.018330, 3.675270], [1.362104, -1.098694, 2.291029], [0.569477, -1.830413, 5.166060], [2.087479, -2.279369, 4.435883], [-0.671798, -3.132702, 3.377281], [0.480023, -4.156965, 4.229232], [0.868313, -3.534636, 2.623338], [-7.554390, -2.338374, 0.679349], [-7.171624, -3.517635, 1.563301], [-5.889101, -4.196752, 1.102975], [-4.731273, -3.299474, 1.245629], [-4.138648, -2.482745, 0.369837], [-3.325921, -1.125889, 0.785046], [-4.313158, -2.911723, -1.047631], [-3.616212, -4.217119, -3.030899], [-2.836520, -4.050883, -3.924411], [-5.009323, -4.710392, -3.263586], [-5.684263, -4.288773, -4.405041], [-6.974888, -4.729534, -4.642355], [-7.590238, -5.604092, -3.753320], [-6.910844, -6.051497, -2.629538], [-5.620789, -5.599328, -2.382551], [-8.427298, -1.819987, 1.071564], [-7.801053, -2.674563, -0.331169], [-6.752176, -1.600245, 0.607514], [-7.959912, -4.273244, 1.551713], [-7.062354, -3.205338, 2.605453], [-6.006268, -4.515710, 0.068122], [-5.673616, -5.096414, 1.679442], [-4.589026, -2.968726, 2.192219], [-5.163563, -3.480154, -1.090155], [-5.186079, -3.615482, -5.090114], [-7.503027, -4.397767, -5.525673], [-8.596396, -5.950522, -3.946642], [-7.374963, -6.764313, -1.961062], [-5.069106, -6.002068, -1.539929]],
  "forces_ev_per_angstrom": [[0.0, 0.6, 0.1], [0.0, 0.1, 0.1], [0.3, 0.1, -0.1], [-0.1, 0.0, 0.2], [0.1, -0.1, -0.2], [-0.2, -0.2, 0.2], [0.1, 0.0, 0.0], [0.0, 0.0, 0.1], [-0.1, -0.1, 0.0], [0.0, 0.0, -0.1], [0.0, 0.0, -0.2], [0.1, 0.3, 0.2], [0.0, 0.0, -0.1], [-0.1, -0.4, 0.1], [-0.1, -0.4, -0.2], [0.0, 0.0, -0.1], [0.0, 0.0, 0.0], [0.0, 0.0, 0.0], [0.0, 0.0, 0.0], [0.0, 0.1, 0.1], [0.0, 0.0, 0.0], [0.0, 0.0, 0.0], [0.0, 0.1, 0.0], [-0.1, -0.2, -0.1], [0.1, 0.2, 0.0], [0.0, 0.1, 0.0], [0.0, 0.0, 0.0], [0.0, 0.0, 0.0], [0.0, 0.0, 0.0], [0.0, 0.0, 0.0], [0.0, 0.0, 0.0], [0.0, 0.0, 0.0], [0.0, 0.0, 0.0], [0.0, 0.0, 0.0], [0.0, 0.0, 0.0], [0.0, 0.0, 0.0], [0.0, -0.1, 0.0], [0.0, 0.0, 0.0], [0.0, 0.0, 0.0], [0.0, 0.0, 0.0], [0.0, 0.0, 0.0], [0.0, 0.0, 0.0], [0.0, 0.0, 0.0], [0.0, 0.0, 0.0], [0.1, 0.0, 0.0], [0.0, 0.0, 0.0], [-0.1, 0.0, -0.2], [0.0, -0.2, 0.1], [-0.1, 0.0, 0.0], [0.0, 0.0, -0.1], [0.0, 0.0, 0.0], [0.1, 0.0, 0.1], [0.0, 0.0, 0.0], [0.0, 0.0, 0.0], [0.0, 0.0, 0.0], [0.0, 0.0, 0.0], [0.0, -0.1, 0.0], [0.0, 0.0, 0.0], [0.0, 0.0, 0.0], [0.0, 0.0, 0.0], [0.0, 0.0, 0.0], [0.0, 0.0, 0.0], [0.1, -0.1, 0.0], [0.0, 0.0, 0.0], [0.0, -0.1, 0.0], [0.0, 0.0, 0.0], [0.0, 0.0, 0.0], [0.0, 0.0, 0.0], [0.0, 0.0, 0.0], [0.0, 0.0, 0.0], [0.0, 0.0, 0.0]],
  "mulliken_spin": [3.88, 0.00, 0.01, 0.01, 0.07, 0.04, 0.00, 0.02, 0.00, 0.00, -0.03, 0.00, 0.00, -0.04, 0.00, 0.00, 0.00, 0.00, 0.00, 0.00, 0.00, 0.00, 0.00, 0.01, 0.04, 0.00, 0.00, 0.00, 0.00, 0.00, 0.00, 0.00, 0.00, 0.00, 0.00, 0.00, 0.00, 0.00, 0.00, 0.00, 0.00, 0.00, 0.00, 0.00, 0.00, 0.01, 0.00, -0.01, 0.00, 0.00, 0.00, 0.00, 0.00, 0.00, 0.00, 0.00, 0.00, 0.00, 0.00, 0.00, 0.00, 0.00, 0.00, 0.00, 0.00, 0.00, 0.00, 0.00, 0.00, 0.00, 0.00],
  "spin_multiplicity": 5,
  "homo_ev": [-10.13, -10.13],
  "gap_ev": [6.00, 6.59],
  "total_charge": 1,
  "lumo_energy_ha": [-0.152, -0.130],
  "e_tot_ha": -6188.67751,
  "relative_energy_kj_mol": 0.0
}